No. 1
ORCA calculation (ωB97M-V with the def2-TZVPD basis set) on the molecule C4H8O2.

Summary:
LUMO level ... 0.92 eV
Electronic energy ... -8372.304 eV
Net charge ... 0
Structure (SMILES) ... O[C@H]1CCCO1
Multiplicity ... 1
E_HOMO ... -10.27 eV

The geometry in XYZ format:
```
14
Properties=species:S:1:pos:R:3:mulliken_charge:R:1
C -0.324 0.415 -0.944 -0.826
C -0.440 -1.041 -0.443 -0.310
C -0.141 -0.925 1.064 -0.451
O -0.359 0.442 1.385 -0.410
C 0.143 1.180 0.314 0.200
O 1.551 1.223 0.374 -0.501
H 0.360 0.514 -1.798 0.330
H -1.290 0.806 -1.271 0.257
H 1.850 1.054 -0.524 0.310
H 0.265 -1.715 -0.939 0.276
H -1.446 -1.431 -0.617 0.242
H -0.808 -1.520 1.692 0.321
H 0.898 -1.196 1.286 0.263
H -0.259 2.194 0.420 0.300
```

---

No. 2
ORCA calculation (ωB97M-V with the def2-TZVPD basis set) on the molecule C4H8O2.

Summary:
LUMO level ... 1.03 eV
Electronic energy ... -8371.317 eV
Net charge ... 0
Structure (SMILES) ... C[C@H]1O[C@H]1CO
Multiplicity ... 1
E_HOMO ... -10.28 eV

The geometry in XYZ format:
```
14
Properties=species:S:1:pos:R:3:mulliken_charge:R:1
C -0.489 0.079 -1.802 -1.288
C 0.218 0.927 -0.775 0.229
O -0.541 1.393 0.336 -0.454
C 0.520 0.469 0.582 -0.039
C 0.148 -0.900 1.101 -0.537
O 0.272 -0.984 2.506 -0.526
H -1.253 -0.549 -1.336 0.353
H 0.226 -0.568 -2.322 0.278
H -0.979 0.709 -2.551 0.343
H 0.887 1.683 -1.192 0.406
H 1.379 0.906 1.096 0.380
H 0.837 -1.648 0.695 0.252
H -0.868 -1.156 0.770 0.303
H -0.357 -0.361 2.891 0.299
```